Record 1
17
Properties=species:S:1:pos:R:3 method="wB97M-V/def2-TZVPD" e_above_lowest_kcal_mol=33.65 energy_ha=-309.78875 charge=0 smiles=C[C@H]1C[C@H]2OC[C@@H]12 molar_mass_g_mol=98.1 lumo_energy_ev=1.09
C 1.725 -0.563 -0.295
C 0.769 0.335 0.472
C 0.068 1.462 -0.342
C -1.287 0.807 -0.058
O -1.622 -0.221 -1.010
C -1.222 -1.255 -0.090
C -0.627 -0.233 0.872
H 2.021 -1.438 0.297
H 2.633 -0.008 -0.556
H 1.275 -0.914 -1.231
H 1.284 0.738 1.350
H 0.170 2.451 0.116
H 0.322 1.528 -1.403
H -2.145 1.438 0.199
H -0.541 -1.984 -0.546
H -2.095 -1.782 0.320
H -0.841 -0.331 1.937



Record 2
73
Properties=species:S:1:pos:R:3 method="wB97M-V/def2-TZVPD" e_above_lowest_kcal_mol=43.59 energy_ha=-2865.51313 charge=+1 molar_mass_g_mol=573.4 multiplicity=3 lumo_energy_ev="-4.33 / -4.41"
V 0.564 0.534 1.706
C -1.707 1.689 1.645
C -0.705 2.674 2.009
C -0.246 1.833 -0.161
C -1.440 1.224 0.302
C 0.288 2.615 0.984
C -2.759 1.048 2.456
H -2.390 0.718 3.434
H -3.107 0.133 1.976
H -3.619 1.681 2.685
C -2.455 0.612 -0.605
H -3.363 0.279 -0.060
H -2.016 -0.256 -1.142
H -2.788 1.350 -1.371
C -0.047 2.206 -1.602
H -0.846 2.903 -1.923
H -0.132 1.306 -2.248
H 0.909 2.701 -1.783
C 1.522 3.420 0.863
H 1.659 4.091 1.716
H 1.475 4.036 -0.042
H 2.402 2.773 0.782
C -0.748 3.768 3.053
H -1.233 4.659 2.667
H 0.275 4.065 3.315
H -1.212 3.445 3.969
C 0.817 -2.111 1.885
C 0.322 -1.762 3.123
C 1.257 -1.661 4.303
C 2.508 -0.770 3.985
C 2.472 0.103 2.769
C 2.744 -0.329 1.423
C 3.239 -1.772 1.221
C 2.202 -2.714 1.817
H 1.655 -2.631 4.575
H 3.388 -1.428 3.998
H 0.736 -1.161 5.108
H 2.557 -2.903 2.831
H 0.098 -2.474 1.115
H -0.720 -1.870 3.367
H 2.232 -3.703 1.356
H 3.482 -2.049 0.185
H 3.181 0.355 0.669
H 4.196 -1.943 1.761
H 2.592 -0.095 4.855
H 2.831 1.095 3.028
P -4.155 -2.710 -1.292
C -5.962 -2.632 -1.666
H -6.428 -3.625 -1.649
H -6.096 -2.182 -2.658
H -6.431 -1.991 -0.909
C -3.727 -3.909 -2.628
H -4.409 -4.767 -2.666
H -2.701 -4.259 -2.458
H -3.769 -3.362 -3.578
C -4.287 -3.918 0.097
H -4.901 -4.789 -0.164
H -4.731 -3.395 0.953
H -3.273 -4.246 0.358
P 2.481 1.391 -4.072
C 3.560 2.889 -4.140
H 4.266 2.870 -4.980
H 4.114 2.946 -3.195
H 2.905 3.765 -4.230
C 3.816 0.129 -4.222
H 4.476 0.333 -5.075
H 3.342 -0.853 -4.349
H 4.399 0.135 -3.293
C 1.988 1.379 -5.851
H 2.853 1.294 -6.521
H 1.439 2.302 -6.075
H 1.325 0.517 -5.997
I -0.162 1.007 4.263